Molecular formula: C28H30Cl2N4O3S2Sr
Method: DFT, the ωB97M-V functional and the def2-TZVPD basis

Results
ΔE to the lowest compared entry with this formula, charge and spin (eV): 1.022
Highest occupied orbital energy (eV): 0.0
Kohn-Sham gap (hartree): 0.14886
Net charge: -2
LUMO level (eV): 4.1

Last column: natural (NBO) charge in e.
Atoms and positions in Å:
Sr  -0.022  0.242  0.390  1.77
O  -0.239  -0.228  -2.024  -0.86
C  0.204  0.117  -3.181  0.52
C  0.136  -0.825  -4.239  -0.32
C  0.839  -0.581  -5.363  -0.21
C  1.691  0.585  -5.494  -0.33
C  1.625  1.564  -4.554  -0.18
C  0.831  1.403  -3.421  -0.24
C  0.536  2.526  -2.507  0.36
N  -0.053  2.491  -1.232  -0.55
C  0.110  3.745  -0.756  -0.07
C  0.796  4.572  -1.610  -0.14
N  0.964  3.816  -2.730  -0.52
H  -0.513  -1.765  -4.161  0.20
H  0.726  -1.229  -6.254  0.18
H  2.296  0.741  -6.378  0.18
H  2.265  2.397  -4.727  0.19
H  -0.367  3.950  0.251  0.24
H  0.968  5.649  -1.630  0.20
H  1.319  4.152  -3.614  0.40
S  3.001  0.569  0.364  -0.52
C  3.241  2.196  0.724  -0.21
C  4.367  2.818  0.064  -0.25
C  4.885  4.062  0.394  -0.30
C  4.119  4.793  1.333  -0.28
C  2.992  4.299  1.936  -0.26
C  2.481  3.022  1.657  -0.19
S  0.902  2.580  2.158  -0.60
H  4.732  2.096  -0.737  0.21
H  5.768  4.495  -0.015  0.18
H  4.439  5.809  1.558  0.17
H  2.607  4.870  2.775  0.19
Cl  2.581  -6.128  4.288  -0.04
C  1.759  -4.742  3.669  -0.15
C  1.337  -3.748  4.590  -0.20
C  0.710  -2.593  4.135  -0.15
Cl  0.215  -1.500  5.384  -0.02
C  0.481  -2.302  2.776  0.51
O  -0.250  -1.322  2.430  -0.80
C  1.050  -3.284  1.813  -0.29
C  1.004  -3.171  0.381  0.41
O  1.015  -2.067  -0.273  -0.60
C  1.537  -4.527  2.298  -0.16
H  1.517  -3.776  5.666  0.22
H  0.920  -4.137  -0.163  0.11
H  1.893  -5.322  1.658  0.21
C  -2.493  0.913  2.674  -0.45
N  -2.637  0.642  1.208  -0.47
C  -3.479  1.634  0.526  -0.42
C  -3.247  -0.735  1.115  -0.27
C  -3.205  -1.365  -0.253  -0.25
N  -2.616  -2.744  -0.126  -0.42
C  -2.158  -3.267  -1.376  -0.42
C  -3.581  -3.732  0.453  -0.42
H  -3.367  0.765  3.271  0.16
H  -2.192  1.977  2.739  0.22
H  -1.706  0.285  3.087  0.26
H  -4.454  1.774  1.048  0.15
H  -3.614  1.374  -0.517  0.21
H  -3.037  2.625  0.581  0.22
H  -4.283  -0.621  1.392  0.16
H  -2.755  -1.390  1.883  0.25
H  -2.667  -0.740  -0.952  0.24
H  -4.204  -1.499  -0.807  0.15
H  -3.041  -3.368  -2.104  0.12
H  -1.728  -4.266  -1.388  0.19
H  -1.486  -2.557  -1.811  0.25
H  -4.481  -3.729  -0.099  0.15
H  -3.863  -3.518  1.494  0.20
H  -3.121  -4.768  0.329  0.20